Entry 1:
Formula: C5H14O3
Source: the Open Molecules 2025 dataset
Level of theory: ωB97M-V with the def2-TZVPD basis set

Geometry (Å):
1 C -0.59 -1.86 -1.94
2 O -1.54 -2.71 -2.66
3 C -1.15 -0.42 -1.84
4 C -1.79 -0.11 -0.47
5 C -0.80 0.62 0.42
6 C 0.23 0.00 0.98
7 H -0.54 -2.33 -0.96
8 H 0.31 -1.86 -2.56
9 H -1.12 -3.07 -3.44
10 H -1.69 -0.24 -2.78
11 H -0.26 0.20 -1.99
12 H -2.72 0.44 -0.55
13 H -2.04 -1.06 0.01
14 H -0.95 1.68 0.56
15 H 0.92 0.44 1.69
16 H 0.51 -1.03 0.86
17 H 3.29 1.53 3.22
18 H 3.66 1.58 1.73
19 O 3.42 0.97 2.45
20 H 0.24 2.36 2.29
21 H 1.38 2.87 3.15
22 O 1.06 2.86 2.25

## Properties
SMILES: C=CCCCO.O.O
Highest occupied orbital energy in eV: -9.61
LUMO in eV: 0.5680
2S+1: 1
HOMO-LUMO gap in eV: 10.2

Atom charges from the Löwdin analysis, given in e for atoms 1 to 5: atom 1 (C): -0.22, atom 2 (O): -0.10, atom 3 (C): -0.18, atom 4 (C): -0.19, atom 5 (C): -0.17

***

Entry 2:
Formula: C33H34AsNO5S7Y
Source: the Open Molecules 2025 dataset
Level of theory: ωB97M-V with the def2-TZVPD basis set

Geometry (Å):
1 Y 1.16 1.72 0.11
2 C 2.79 -0.68 4.27
3 C 3.35 -0.84 2.89
4 C 3.22 -2.03 2.19
5 C 3.72 -2.18 0.90
6 C 3.50 -3.45 0.13
7 C 4.39 -1.11 0.32
8 C 4.55 0.09 0.99
9 C 5.33 1.22 0.37
10 C 4.01 0.22 2.27
11 H 2.41 -1.63 4.66
12 H 1.97 0.05 4.26
13 H 3.54 -0.30 4.96
14 H 2.72 -2.87 2.67
15 H 2.72 -3.31 -0.62
16 H 3.20 -4.27 0.78
17 H 4.41 -3.75 -0.40
18 H 4.78 -1.22 -0.68
19 H 4.77 2.15 0.39
20 H 5.59 0.99 -0.66
21 H 6.25 1.38 0.94
22 H 4.10 1.17 2.79
23 S 1.43 1.03 -7.61
24 C 1.47 1.27 -5.97
25 S 0.50 2.43 -5.14
26 C 0.98 2.05 -3.50
27 C 1.91 1.08 -3.38
28 S 2.56 0.41 -1.90
29 S 2.45 0.36 -4.89
30 S 0.18 2.90 -2.21
31 O 0.34 -0.39 0.53
32 As -1.07 -1.13 0.05
33 C -0.84 -3.02 0.13
34 C 0.06 -3.52 1.06
35 C 0.23 -4.89 1.17
36 C -0.49 -5.75 0.35
37 C -1.38 -5.24 -0.59
38 C -1.55 -3.87 -0.71
39 C -2.44 -0.70 1.32
40 C -3.76 -1.15 1.19
41 C -4.70 -0.79 2.15
42 C -4.32 0.01 3.22
43 C -3.01 0.44 3.35
44 C -2.06 0.08 2.40
45 C -1.63 -0.70 -1.73
46 C -2.90 -0.20 -1.99
47 C -3.23 0.17 -3.29
48 C -2.29 0.04 -4.30
49 C -1.03 -0.46 -4.03
50 C -0.69 -0.83 -2.74
51 H 0.63 -2.83 1.67
52 H 0.93 -5.29 1.89
53 H -0.35 -6.82 0.43
54 H -1.92 -5.92 -1.24
55 H -2.22 -3.46 -1.46
56 H -4.05 -1.78 0.36
57 H -5.72 -1.13 2.05
58 H -5.06 0.29 3.96
59 H -2.71 1.06 4.19
60 H -1.04 0.44 2.48
61 H -3.63 -0.09 -1.20
62 H -4.21 0.57 -3.50
63 H -2.53 0.36 -5.31
64 H -0.29 -0.53 -4.83
65 H 0.32 -1.17 -2.52
66 C -1.87 4.87 -0.37
67 N -2.78 3.74 -0.19
68 C -4.18 3.98 -0.46
69 C -2.37 2.54 0.18
70 O -1.22 2.18 0.39
71 H -2.26 5.72 0.19
72 H -1.80 5.12 -1.43
73 H -0.89 4.61 0.01
74 H -4.56 4.77 0.19
75 H -4.75 3.07 -0.29
76 H -4.31 4.30 -1.50
77 H -3.20 1.83 0.33
78 O 0.69 4.47 1.17
79 S 1.82 3.88 1.89
80 O 2.68 3.21 0.83
81 O 2.57 4.77 2.74
82 S 1.06 2.27 2.88

## Properties
Highest occupied orbital energy in eV: -4.13
LUMO in eV: 1.9094
2S+1: 1
HOMO-LUMO gap in eV: 6.0
Charge: -1

Atom charges from the Löwdin analysis, given in e for atoms 1 to 5: atom 1 (Y): 1.07, atom 2 (C): -0.06, atom 3 (C): -0.27, atom 4 (C): -0.04, atom 5 (C): -0.27